No. 1
DFT (ωB97M-V with the def2-TZVPD basis set) results for a molecular structure, C26H24N6O2PPtS4.

```
64
Properties=species:S:1:pos:R:3:lowdin_charge:R:1
Pt -1.188 2.094 -0.885 0.642
C -3.609 4.040 4.193 -0.081
C -2.232 4.500 3.773 -0.317
O -1.351 3.364 3.668 -0.356
P -0.731 3.005 2.206 0.312
S -2.308 2.294 1.115 0.251
S 0.455 3.328 -0.089 0.213
O 0.148 1.725 2.612 -0.390
C 1.424 1.961 3.241 -0.295
C 2.356 0.835 2.862 -0.066
H -4.264 4.902 4.326 0.079
H -3.557 3.495 5.135 0.080
H -4.041 3.387 3.435 0.057
H -1.793 5.172 4.512 0.115
H -2.274 5.029 2.816 0.098
H 1.264 2.009 4.320 0.118
H 1.822 2.927 2.911 0.104
H 1.932 -0.126 3.155 0.046
H 3.317 0.962 3.363 0.085
H 2.519 0.825 1.784 0.073
S -2.218 -2.164 -6.970 0.985
N -0.999 -1.173 -6.580 -0.222
C -1.305 -0.622 -5.421 -0.298
C -0.488 0.345 -4.704 -0.103
C 0.714 0.821 -5.156 -0.012
C 1.413 1.762 -4.377 -0.065
C 0.871 2.165 -3.179 -0.175
N -0.295 1.709 -2.707 -0.116
C -1.008 0.798 -3.459 -0.176
C -2.240 0.373 -2.953 -0.177
N -2.645 0.901 -1.745 -0.115
C -3.821 0.515 -1.231 -0.174
C -4.656 -0.388 -1.844 -0.064
C -4.263 -0.942 -3.080 -0.008
C -3.069 -0.564 -3.632 -0.101
C -2.560 -1.065 -4.901 -0.298
N -3.169 -1.938 -5.680 -0.222
H 1.102 0.472 -6.103 0.115
H 2.359 2.170 -4.699 0.098
H 1.384 2.881 -2.551 0.050
H -4.091 0.954 -0.280 0.054
H -5.590 -0.656 -1.376 0.098
H -4.887 -1.657 -3.600 0.115
S 1.925 -2.965 2.996 1.030
C 1.102 -2.196 1.639 -0.540
C 1.758 -1.579 0.579 -0.093
C 0.997 -0.908 -0.361 -0.134
N -0.332 -0.811 -0.315 0.059
C -0.943 -1.404 0.703 -0.137
C -0.281 -2.110 1.698 -0.080
C 3.400 -3.641 2.298 -0.528
C 3.427 -4.310 1.077 -0.083
C 4.618 -4.876 0.664 -0.139
N 5.746 -4.844 1.375 0.058
C 5.701 -4.221 2.545 -0.147
C 4.565 -3.598 3.048 -0.090
H 2.835 -1.600 0.493 0.115
H 1.481 -0.402 -1.190 0.109
H -2.023 -1.305 0.737 0.107
H -0.836 -2.582 2.497 0.106
H 2.540 -4.389 0.464 0.112
H 4.670 -5.395 -0.287 0.108
H 6.622 -4.204 3.116 0.107
H 4.595 -3.083 3.999 0.102
```

Summary:
HOMO-LUMO gap (alpha / beta) (eV): 5.2587 / 6.4292
Highest occupied orbital energy (alpha / beta) (eV): -5.39 / -8.47
2S+1: 4
Calculated total energy (hartree): -3537.68269

No. 2
DFT (ωB97M-V with the def2-TZVPD basis set) results for 2 unconnected molecules or ions with the total composition C26H24NO3.

```
54
Properties=species:S:1:pos:R:3:lowdin_charge:R:1
C -5.208 -3.693 -1.998 -0.094
O -4.726 -2.370 -2.005 -0.084
C -3.336 -2.249 -2.006 -0.236
C -2.803 -0.956 -2.015 0.003
C -1.447 -0.742 -2.018 -0.027
C -0.559 -1.816 -2.004 -0.177
C 0.902 -1.647 -1.978 -0.262
C 1.495 -0.450 -1.910 0.083
N 1.694 -2.819 -2.030 0.106
C 2.858 -3.038 -1.310 -0.512
C 3.520 -4.364 -1.470 0.008
O 3.330 -2.206 -0.565 0.035
C -1.090 -3.103 -1.991 -0.025
C -2.443 -3.322 -1.998 -0.015
H -6.299 -3.664 -1.997 0.098
H -4.872 -4.216 -2.895 0.097
H -4.870 -4.211 -1.099 0.095
H -3.486 -0.125 -2.016 0.119
H -1.066 0.264 -2.027 0.101
H 2.563 -0.390 -1.878 0.060
H 0.946 0.466 -1.888 0.051
H 1.398 -3.556 -2.662 0.137
H 3.008 -4.970 -2.217 0.077
H 4.555 -4.239 -1.786 0.094
H 3.518 -4.919 -0.531 0.095
H -0.417 -3.940 -1.959 0.105
H -2.813 -4.331 -1.992 0.102
C -3.724 3.025 3.438 -0.037
C -3.307 1.706 3.377 -0.047
C -2.043 1.399 2.927 0.001
C -1.163 2.415 2.526 -0.143
C 0.181 2.198 2.038 -0.082
O 0.882 3.335 1.691 0.121
C 2.175 3.210 1.223 -0.126
C 2.786 1.941 1.084 -0.130
C 4.101 1.869 0.603 0.016
C 4.784 3.016 0.272 -0.039
C 4.180 4.259 0.409 -0.026
C 2.891 4.358 0.879 0.027
C 2.033 0.803 1.439 0.083
C 0.759 0.935 1.912 0.047
C -1.613 3.737 2.599 0.001
C -2.873 4.043 3.047 -0.043
H -4.713 3.262 3.791 0.117
H -3.977 0.919 3.685 0.117
H -1.729 0.373 2.884 0.110
H 4.564 0.904 0.497 0.130
H 5.794 2.952 -0.096 0.119
H 4.722 5.154 0.146 0.123
H 2.407 5.313 0.991 0.130
H 2.469 -0.172 1.311 0.133
H 0.192 0.065 2.187 0.125
H -0.936 4.514 2.292 0.121
H -3.195 5.071 3.094 0.118
```

Summary:
Charge: +1
HOMO-LUMO gap (eV): 5.3283
Highest occupied orbital energy (eV): -10.26
2S+1: 1
Calculated total energy (hartree): -1285.39442